(1)
An isolated ion of composition C9H16PS2 and charge +1 in a non-equilibrium geometry, computed with wB97M-V/def2-TZVPD.

The value obtained for the orbital gap is 7.34 eV. The total charge is +1.

Structure (XYZ):
```
28
Properties=species:S:1:pos:R:3:forces:R:3
C 2.238051 1.207684 -0.343348 -1.0 2.5 -3.3
C -2.141905 0.191240 -1.210480 1.7 -0.5 -0.4
C -2.938124 0.797338 0.762278 2.4 -1.6 -1.4
C 0.958312 0.492616 -0.792158 0.5 -0.5 2.8
C 2.958305 -0.805670 0.988168 2.2 -1.7 2.0
C -2.552775 -1.709656 0.318859 -0.5 2.3 3.3
C -3.130233 -0.392436 -0.232522 1.5 0.5 0.6
C -1.534130 1.070954 -0.061693 -2.4 -1.8 1.3
C 3.238532 0.403720 0.405484 -1.0 3.4 -0.9
P -0.132738 0.182136 0.781250 0.3 2.3 -0.8
S -0.705593 -1.759995 0.576159 -0.8 -1.5 -0.1
S 4.199565 -0.891906 -0.400449 1.9 -1.0 -0.5
H 2.729758 1.615502 -1.343287 -0.6 -0.5 2.2
H 1.897262 2.161650 0.241953 1.1 -1.8 -0.7
H -1.532590 -0.671912 -1.584486 0.1 1.2 -0.1
H -2.430161 0.777834 -2.059819 -0.8 0.3 -0.3
H -3.763659 1.480292 0.780425 0.1 0.7 0.1
H -2.633600 0.369170 1.693475 -0.6 0.4 1.2
H 0.378962 1.045387 -1.481435 -0.3 0.6 -0.8
H 1.119796 -0.493115 -1.135945 0.4 -1.0 -0.9
H 3.363110 -1.103560 1.925796 0.3 0.0 0.7
H 2.171215 -1.361444 0.697477 -2.8 -1.7 -1.0
H -3.034035 -1.802370 1.359372 0.8 -0.4 -1.5
H -2.736650 -2.540058 -0.263941 -0.6 -1.7 -1.3
H -4.102640 -0.538736 -0.562997 -1.9 -0.5 -0.6
H -1.218277 2.071851 -0.184870 0.2 1.1 -0.5
H 3.831888 1.083080 0.903186 1.7 0.9 1.3
H 5.502348 -0.879601 0.223539 -2.0 0.3 -0.4
```
Forces are in eV/Å.

Atomic partial charges in e from the Löwdin method, atoms 1 to 8: -0.2600, -0.1900, -0.0802, -0.3692, -0.2410, -0.4124, -0.3580, -0.4200



(2)
C12H24AuClI2N2OP2 as an isolated structure in a non-equilibrium geometry, computed with wB97M-V/def2-TZVPD.

The value obtained for the orbital gap (alpha / beta) is 4.11 / 2.91 eV. Its spin multiplicity is 3. As for the expectation value of S²: 2.015. The total charge is +2.

Structure (XYZ):
```
45
Properties=species:S:1:pos:R:3:forces:R:3
I 0.251509 0.010102 -3.255532 0.1 2.2 -1.2
I 0.257742 2.626288 -4.161308 0.0 -1.9 0.4
Au 0.288966 1.628910 -0.403808 0.1 0.1 1.1
P -2.016797 1.756539 -0.146489 -0.8 0.1 0.1
C -2.636588 1.456605 -1.800232 -0.4 -0.2 -0.2
C -2.750057 0.532517 0.982081 0.2 -0.1 -0.1
H -3.810530 0.776458 1.147274 0.3 -0.1 -0.1
H -3.843687 3.232457 0.494411 0.3 -0.1 -0.1
H -2.212228 0.570183 1.941761 -0.2 0.0 -0.3
H -2.281122 3.662316 1.284437 -0.2 0.0 -0.2
H -2.239502 0.494381 -2.138833 -0.4 0.0 0.0
H -2.657526 -0.472861 0.546175 0.0 0.3 0.2
C -2.758234 3.335141 0.353985 0.3 0.2 -0.1
H -3.725364 1.455133 -1.810489 0.0 0.0 -0.3
H -2.562911 4.078581 -0.432015 -0.1 -0.1 0.3
H -2.217875 2.233478 -2.453389 -0.4 -0.1 0.1
P 2.608904 1.755194 -0.242679 0.6 0.1 0.2
C 3.184432 1.569013 -1.928455 0.3 -0.2 -0.2
C 3.338813 3.316844 0.329961 -0.3 0.0 -0.1
H 3.074701 0.652788 1.846727 0.2 -0.1 -0.4
H 4.485522 0.568286 0.718353 -0.4 -0.1 0.1
H 3.055134 -0.514462 0.473383 0.2 0.3 0.2
C 3.388682 0.481768 0.802567 -0.2 -0.1 -0.2
H 2.846665 3.600403 1.267994 0.3 0.0 -0.2
H 4.423694 3.199819 0.471966 -0.4 0.0 0.0
H 4.272782 1.542958 -1.948457 0.0 0.0 -0.4
H 2.777150 2.411052 -2.510591 0.4 -0.2 0.1
H 3.146349 4.086598 -0.431288 0.1 -0.1 0.3
H 2.748035 0.647683 -2.331788 0.5 0.1 0.0
Cl 0.258429 2.864749 1.668771 0.1 0.2 0.7
N -1.232372 -5.533470 2.333951 0.0 -0.1 -1.1
C -1.184122 -5.213670 1.003889 -0.5 -1.7 0.5
O -1.531876 -6.014347 0.146625 0.5 1.1 0.4
C -0.664682 -3.855271 0.654655 0.7 1.1 0.0
C -0.187672 -2.915912 1.584575 -0.1 0.5 -0.4
C 0.165826 -1.623784 1.156712 -0.2 -0.4 -0.2
N 0.109928 -1.230498 -0.134181 0.1 -0.8 0.1
C -0.225352 -2.186806 -1.024204 0.0 -0.2 1.0
C -0.601009 -3.484963 -0.694858 -0.2 0.1 -0.1
H -1.520398 -6.473250 2.552323 -0.1 0.0 0.0
H -1.105686 -4.888142 3.076463 0.1 0.3 0.4
H -0.090390 -3.090972 2.655522 -0.2 -0.2 -0.3
H 0.474161 -0.906351 1.931439 -0.1 -0.1 -0.6
H -0.234049 -1.946071 -2.098618 0.0 -0.1 0.3
H -0.867416 -4.195434 -1.478765 0.0 0.1 0.3
```
Forces are in eV/Å.

Atomic partial charges in e from the Löwdin method, atoms 1 to 8: 0.7698, 0.6156, 0.3545, 0.6097, -0.3257, -0.2249, 0.0695, 0.0719



(3)
A single C4H8O molecule in a non-equilibrium geometry, computed with wB97M-V/def2-TZVPD.

The value obtained for the orbital gap is 9.83 eV. Its SMILES is C=COCC.

Structure (XYZ):
```
13
Properties=species:S:1:pos:R:3:forces:R:3
C -1.699638 0.594650 0.192315 -1.2 -1.8 -1.3
C -1.366719 -0.668246 -0.235860 -0.8 2.5 0.3
O -0.176595 -1.282754 -0.088115 -0.5 0.7 0.3
C 0.857179 -0.485201 0.561249 -0.7 -4.2 1.1
C 1.455730 0.394213 -0.374406 -0.8 2.6 -4.4
H -0.962673 1.154012 0.704355 0.3 0.7 0.5
H -2.707189 1.082337 -0.027527 1.6 -1.1 0.3
H -2.043590 -1.246332 -0.839144 -0.2 -0.3 0.0
H 0.482754 -0.084017 1.478217 -0.3 0.4 0.6
H 1.524326 -1.351913 0.786318 0.1 1.1 0.4
H 2.195269 1.068928 0.037298 0.4 -0.2 -0.1
H 0.675754 1.060961 -0.957079 1.2 -1.0 1.6
H 1.765396 -0.236642 -1.237624 0.7 0.6 0.7
```
Forces are in eV/Å.

Atomic partial charges in e from the Löwdin method, atoms 1 to 8: -0.0002, -0.2345, -0.1061, -0.2948, -0.1116, 0.0171, 0.0755, 0.1041



Q: Which formula does entry 1 have?
A: C9H16PS2